A structure of composition C2H10BClCoN2O8, computed with ωB97M-V with the def2-TZVPD basis set.

Each line ends with the natural charge from an NBO analysis.
Atoms and positions in Å:
Co  -1.6118  2.6136  -0.6071  1.56
Cl  -0.5881  -0.7893  -0.4018  2.56
O  -0.3799  -1.8136  -1.3877  -0.81
O  -1.9031  -0.9306  0.1364  -0.85
O  0.3318  -0.9078  0.7004  -0.84
O  -0.4548  0.5278  -0.9870  -0.98
B  -2.2123  2.0617  1.4421  -0.77
H  -2.4002  3.0688  1.7810  0.02
H  -1.2184  1.9205  1.0466  -0.02
H  -2.4950  1.2968  2.1487  0.13
H  -2.9007  1.9370  0.6206  -0.01
C  0.7468  0.8784  3.9122  -0.51
N  -0.4777  0.9801  4.8123  0.52
O  -1.4476  1.6204  4.2990  -0.39
O  -0.4864  0.3184  5.8467  -0.34
H  0.7511  0.0139  3.2484  0.27
H  1.4703  0.4835  4.6254  0.22
H  1.1815  1.7675  3.4552  0.23
C  1.4697  -1.9034  -4.8639  -0.51
N  2.8009  -2.4300  -5.1248  0.51
O  3.1128  -2.8769  -6.1960  -0.34
O  3.6078  -2.4198  -4.1470  -0.40
H  1.3194  -0.8243  -4.8963  0.24
H  1.0097  -2.1964  -3.9201  0.26
H  0.7742  -2.3962  -5.5433  0.23

Spin multiplicity ... 4
Total charge ... 0
Energy above the lowest of the compared OMol25 structures with the same formula, charge and spin ... 312.5 kJ/mol
DFT total energy ... -72401.74956 eV
Lowest unoccupied orbital energy (alpha / beta) ... -3.96 / -3.99 eV